Record 1
11 unconnected molecules or ions with the total composition C29H72Br8O21S7. Source: the Open Molecules 2025 dataset; level of theory: wB97M-V/def2-TZVPD.

Geometry as XYZ:
```
137
C29H72Br8O21S7 (wB97M-V/def2-TZVPD)
O 3.828 -2.983 4.059
S 2.477 -2.777 3.564
O 2.343 -2.190 2.216
O 1.657 -4.193 3.741
C 0.391 -4.299 3.112
C -0.393 -5.472 3.664
C 1.581 -1.685 4.790
H 0.385 -4.418 2.029
H -0.190 -3.387 3.251
H 0.081 -6.452 3.714
H -1.300 -5.510 3.061
H -0.630 -5.309 4.715
H 1.992 -0.688 4.636
H 1.864 -2.082 5.765
H 0.513 -1.736 4.581
O -0.152 3.597 4.248
S -1.533 3.300 4.566
O -2.445 4.265 5.178
O -2.236 2.677 3.166
C -3.556 2.153 3.313
C -4.303 2.208 1.904
C -1.528 1.761 5.575
H -4.003 2.820 4.051
H -3.648 1.129 3.676
H -4.419 3.271 1.690
H -5.243 1.681 1.743
H -3.777 2.000 0.972
H -0.945 1.050 4.989
H -2.566 1.444 5.675
H -1.015 2.096 6.476
O -1.844 -5.988 0.713
S -2.553 -4.867 0.022
O -1.748 -4.022 -0.825
O -3.899 -5.372 -0.860
C -4.292 -6.759 -0.819
C -5.363 -7.027 0.240
C -3.569 -3.945 1.270
H -3.390 -7.371 -0.798
H -4.657 -6.852 -1.842
H -5.988 -7.895 0.031
H -6.082 -6.210 0.298
H -4.908 -7.000 1.229
H -2.894 -3.614 2.059
H -4.394 -4.513 1.701
H -3.963 -3.158 0.627
O -0.312 4.546 -4.198
S 0.799 3.661 -3.947
O 1.752 3.870 -2.862
O 0.228 2.118 -3.800
C -0.783 1.630 -4.692
C -1.781 0.650 -4.023
C 1.810 3.340 -5.411
H -0.323 1.278 -5.615
H -1.355 2.521 -4.953
H -2.576 1.196 -3.515
H -1.279 -0.045 -3.350
H -2.159 -0.067 -4.752
H 1.196 3.324 -6.311
H 2.321 2.377 -5.414
H 2.521 4.163 -5.491
O -2.995 -2.007 -5.602
S -2.114 -3.128 -5.400
O -2.662 -4.470 -5.130
O -1.071 -3.070 -6.731
C -0.398 -4.298 -7.098
C -0.069 -4.376 -8.628
C -0.756 -2.812 -4.128
H -0.908 -5.215 -6.806
H 0.517 -4.338 -6.507
H 0.319 -3.387 -8.871
H -0.952 -4.584 -9.233
H 0.694 -5.124 -8.846
H 0.033 -3.562 -4.184
H -1.107 -2.756 -3.097
H -0.328 -1.841 -4.374
O 5.873 0.816 3.576
S 4.621 1.105 4.310
O 4.107 0.215 5.402
O 4.731 2.696 4.882
C 5.628 3.635 4.272
C 5.611 4.935 5.002
C 3.349 1.503 2.995
H 5.575 3.610 3.183
H 6.558 3.112 4.492
H 5.748 4.843 6.079
H 4.784 5.610 4.783
H 6.492 5.481 4.665
H 3.558 2.494 2.594
H 2.376 1.462 3.485
H 3.485 0.694 2.277
O 0.619 0.055 2.142
S -0.335 -0.313 1.112
O -1.239 -1.445 1.427
O -1.156 1.036 0.655
C -0.443 2.251 0.522
C -1.139 2.935 -0.658
C 0.643 -0.599 -0.473
H 0.617 2.067 0.345
H -0.488 2.972 1.338
H -0.755 2.388 -1.519
H -0.792 3.962 -0.771
H -2.227 2.887 -0.716
H 1.343 -1.364 -0.135
H 1.166 0.270 -0.872
H 0.014 -0.945 -1.293
Br 3.609 8.082 3.812
C 3.546 6.793 2.332
C 2.173 6.041 2.416
Br 1.885 4.685 1.029
H 4.369 6.091 2.466
H 3.669 7.155 1.311
H 1.311 6.708 2.407
H 2.199 5.591 3.409
Br 5.720 3.209 -0.796
C 4.590 2.518 -2.243
C 3.546 1.571 -1.704
Br 2.853 0.504 -3.274
H 5.193 2.107 -3.053
H 4.146 3.389 -2.724
H 2.783 2.123 -1.154
H 3.981 0.863 -0.999
Br 3.203 -6.753 -1.756
C 1.729 -5.925 -0.679
C 1.990 -4.414 -0.509
Br 2.065 -3.431 -2.135
H 1.828 -6.412 0.291
H 0.776 -6.049 -1.193
H 2.927 -4.239 0.019
H 1.229 -3.917 0.092
Br -3.479 5.904 -0.566
C -4.425 4.627 -1.771
C -5.979 4.843 -1.786
Br -6.640 3.674 -3.328
H -4.213 3.592 -1.501
H -4.047 4.970 -2.733
H -6.252 5.853 -2.092
H -6.552 4.606 -0.889
```

HOMO level = -10.0 eV
SMILES = CCOS(C)(=O)=O.CCOS(C)(=O)=O.CCOS(C)(=O)=O.CCOS(C)(=O)=O.CCOS(C)(=O)=O.CCOS(C)(=O)=O.CCOS(C)(=O)=O.BrCCBr.BrCCBr.BrCCBr.BrCCBr
Orbital gap = 10.00 eV
LUMO level = 0.02 eV

Atom charges from the Löwdin analysis, given in e for atoms 1 to 2: atom 1 (O): -0.281, atom 2 (S): 0.676

Record 2
A molecular structure, C29H33BrInN3S. Source: the Open Molecules 2025 dataset; level of theory: wB97M-V/def2-TZVPD.

Geometry as XYZ:
```
68
C29H33BrInN3S (wB97M-V/def2-TZVPD)
In 0.059 -3.601 -0.961
C 5.439 0.851 1.909
C 4.529 1.763 1.087
C 5.383 2.494 0.038
C 3.872 2.785 2.029
C 3.431 0.985 0.379
C 3.360 -0.362 0.380
C 2.499 -1.173 -0.461
N 1.252 -1.157 -0.734
C 1.193 1.397 -0.523
C 2.455 1.775 -0.372
C -1.007 1.225 -0.457
C -2.298 1.484 -0.272
C -3.269 0.804 0.580
C -3.123 -0.484 0.935
C -2.169 -1.447 0.407
N -0.967 -1.415 -0.002
C -4.450 1.656 1.030
C -3.913 2.910 1.739
C -5.363 0.907 2.000
C -5.278 2.062 -0.200
H 6.171 1.461 2.438
H 5.994 0.154 1.281
H 4.878 0.288 2.657
H 6.211 2.997 0.538
H 4.822 3.260 -0.499
H 5.802 1.797 -0.688
H 4.642 3.409 2.483
H 3.325 2.285 2.830
H 3.184 3.449 1.502
H 4.144 -0.933 0.863
H 3.038 -1.983 -0.963
H 2.765 2.750 -0.733
H -2.641 2.413 -0.718
H -3.886 -0.950 1.544
H -2.623 -2.445 0.354
H -3.331 2.643 2.623
H -4.750 3.529 2.061
H -3.291 3.528 1.088
H -4.834 0.609 2.906
H -5.808 0.023 1.542
H -6.181 1.562 2.297
H -4.701 2.623 -0.936
H -6.102 2.701 0.115
H -5.701 1.186 -0.694
S 0.210 -0.004 0.150
C 0.003 2.192 -1.127
C -0.081 3.531 -0.537
C -0.144 4.652 -1.306
C -0.131 4.516 -2.704
C -0.053 3.272 -3.347
C 0.006 2.140 -2.592
H -0.083 3.587 0.546
H -0.201 5.636 -0.862
H -0.181 5.410 -3.315
H -0.043 3.228 -4.426
H 0.069 1.160 -3.051
Br -1.876 -9.292 1.400
C -0.866 -8.493 0.027
C -0.210 -9.259 -0.924
C 0.513 -8.603 -1.907
C 0.552 -7.219 -1.898
N -0.077 -6.481 -0.983
C -0.771 -7.111 -0.040
H -0.267 -10.338 -0.895
H 1.040 -9.157 -2.670
H 1.109 -6.681 -2.658
H -1.280 -6.500 0.699
```

HOMO level = -13.3 eV
Total charge = +2
Orbital gap = 5.25 eV
LUMO level = -8.00 eV

Atom charges from the Löwdin analysis, given in e for atoms 1 to 2: atom 1 (In): 0.976, atom 2 (C): -0.052

Record 3
A molecular structure, C6H9F. Source: the Open Molecules 2025 dataset; level of theory: wB97M-V/def2-TZVPD.

Geometry as XYZ:
```
16
C6H9F (wB97M-V/def2-TZVPD)
C -0.331 -0.223 -0.589
C 0.530 -1.157 0.197
C 0.998 -0.218 1.348
C 0.363 1.076 0.786
C -1.074 0.501 0.533
C 0.593 1.017 -0.713
H 1.208 -1.769 -0.437
H -0.107 -1.925 0.623
H 2.141 -0.123 1.434
H 0.554 -0.486 2.310
H 0.578 2.068 1.292
H -1.836 1.177 0.116
H -1.575 -0.058 1.334
H 1.689 0.892 -1.020
H 0.192 1.966 -1.148
F -1.035 -0.858 -1.541
```

HOMO level = -10.6 eV
Orbital gap = 11.66 eV
LUMO level = 1.05 eV
Energy above the lowest of the compared OMol25 structures with the same formula, charge and spin = 13.12 kcal per mole

Atom charges from the Löwdin analysis, given in e for atoms 1 to 2: atom 1 (C): -0.513, atom 2 (C): -0.131